Below is a molecular structure, C39H47Cl3NO3RhSe, with properties calculated with ωB97M-V with the def2-TZVPD basis set.

Structure (ORCA input):
```
! RIJCOSX wB97M-V def2-TZVPD def2/J DEFGRID3
* xyz 0 1
Rh -0.136 -0.616 0.238
C -0.854 2.168 7.431
C -1.771 2.488 6.242
C -1.547 3.946 5.841
C -3.236 2.324 6.669
C -1.463 1.529 5.093
C -1.004 1.946 3.862
C -0.742 1.002 2.873
Se -0.136 1.587 1.155
C -1.841 2.039 0.432
C -2.403 3.272 0.732
C -3.685 3.543 0.297
C -4.298 2.565 -0.498
C -3.738 1.346 -0.849
C -2.475 1.034 -0.288
O -1.922 -0.161 -0.420
C -4.532 0.444 -1.813
C -4.900 1.266 -3.061
C -5.815 -0.030 -1.116
C -3.775 -0.791 -2.310
C -4.431 4.830 0.638
C -5.736 4.480 1.367
C -3.605 5.741 1.546
C -4.759 5.598 -0.651
C -0.902 -0.372 3.042
O -0.600 -1.234 2.083
C -1.363 -0.815 4.314
C -1.624 0.145 5.274
C -1.526 -2.311 4.609
C -0.151 -2.990 4.512
C -2.076 -2.564 6.013
C -2.504 -2.946 3.608
H -1.047 2.856 8.258
H 0.195 2.262 7.143
H -1.013 1.151 7.795
H -1.741 4.593 6.698
H -2.221 4.247 5.035
H -0.519 4.123 5.519
H -3.474 3.015 7.482
H -3.441 1.311 7.018
H -3.905 2.535 5.832
H -0.858 2.995 3.641
H -1.835 3.991 1.307
H -5.289 2.782 -0.879
H -5.573 2.093 -2.831
H -5.399 0.625 -3.791
H -4.002 1.679 -3.525
H -6.425 0.810 -0.778
H -5.574 -0.644 -0.247
H -6.416 -0.630 -1.804
H -2.844 -0.518 -2.807
H -4.409 -1.310 -3.034
H -3.536 -1.479 -1.502
H -5.530 3.899 2.268
H -6.405 3.894 0.734
H -6.263 5.392 1.659
H -3.349 5.245 2.485
H -4.183 6.635 1.788
H -2.682 6.065 1.059
H -5.382 5.005 -1.322
H -3.843 5.858 -1.185
H -5.295 6.521 -0.418
H -1.981 -0.192 6.238
H 0.561 -2.503 5.181
H 0.238 -2.933 3.498
H -0.228 -4.042 4.802
H -1.399 -2.201 6.790
H -2.197 -3.639 6.157
H -3.053 -2.097 6.155
H -2.157 -2.830 2.584
H -3.487 -2.479 3.691
H -2.614 -4.013 3.825
Cl -0.964 -2.460 -6.588
C -0.567 -1.701 -5.075
C -0.680 -2.418 -3.900
C -0.339 -1.782 -2.723
Cl -0.497 -2.654 -1.208
C 0.137 -0.473 -2.630
O 0.518 0.087 -1.514
C 0.198 0.214 -3.858
Cl 0.719 1.866 -3.839
C -0.137 -0.382 -5.058
H -1.036 -3.438 -3.900
H -0.068 0.185 -5.975
C 4.297 -2.350 0.854
C 3.184 -3.121 1.151
C 1.934 -2.540 1.073
N 1.765 -1.261 0.724
C 2.837 -0.514 0.446
C 4.121 -1.023 0.500
H 5.290 -2.778 0.902
H 3.276 -4.157 1.443
H 1.036 -3.089 1.320
H 2.644 0.511 0.163
H 4.961 -0.386 0.265
*
```

Values from the calculation:
LUMO	-0.57	eV
HOMO-LUMO gap	6.99	eV
HOMO	-7.56	eV

Below is a molecular structure, C39H47F6GeN5O6S2Si2Zr in a non-equilibrium geometry, with properties calculated with ωB97M-V with the def2-TZVPD basis set.

Structure (ORCA input):
```
! RIJCOSX wB97M-V def2-TZVPD def2/J DEFGRID3
* xyz -1 2
Zr 0.521 -0.093 1.232
N -1.733 -2.936 -1.199
C -0.834 -1.961 -1.369
O -0.652 -1.110 -0.503
C -0.024 -1.963 -2.631
C 0.574 -0.595 -2.966
H -2.168 -3.059 -0.292
H -1.819 -3.668 -1.881
H -0.642 -2.353 -3.443
H 0.769 -2.697 -2.454
H 1.455 -0.747 -3.599
H 0.937 -0.121 -2.053
C -1.490 -0.534 -5.100
Si -0.493 0.580 -3.969
C 0.695 1.556 -5.041
C -1.670 1.826 -3.206
C -2.416 2.380 -4.270
C -3.390 3.341 -4.085
C -3.646 3.773 -2.794
C -2.908 3.262 -1.742
C -1.889 2.296 -1.886
Si -0.903 2.048 -0.204
C 0.022 3.711 -0.212
C -2.261 2.508 1.083
H -2.029 0.037 -5.856
H -2.231 -1.123 -4.551
H -0.818 -1.227 -5.618
H 0.181 2.020 -5.887
H 1.486 0.910 -5.435
H 1.166 2.359 -4.466
H -2.226 2.051 -5.286
H -3.935 3.742 -4.931
H -4.412 4.517 -2.605
H -3.127 3.644 -0.757
H -0.620 4.485 -0.644
H 0.961 3.692 -0.772
H 0.268 4.013 0.812
H -2.353 3.597 1.171
H -1.993 2.137 2.073
H -3.242 2.102 0.835
C 0.494 3.320 4.595
N 1.381 3.066 3.472
C 2.489 3.902 3.223
C 3.171 3.726 2.022
C 2.817 2.723 1.157
N 1.796 1.843 1.490
C 1.088 2.102 2.584
O 0.080 1.330 2.766
N 3.337 2.603 -0.134
H 1.101 3.607 5.454
H -0.067 2.420 4.830
H -0.209 4.125 4.367
H 2.706 4.652 3.964
H 3.966 4.409 1.753
H 4.346 2.592 -0.169
H 2.957 1.811 -0.629
C -1.777 -5.784 2.916
C -0.797 -4.949 3.442
C -0.874 -3.576 3.247
C -1.941 -2.981 2.556
C -2.914 -3.843 2.046
C -2.834 -5.225 2.214
Ge -1.910 -0.990 2.259
C -3.615 -0.807 1.269
C -3.680 -0.483 -0.088
C -4.893 -0.394 -0.763
C -6.081 -0.635 -0.086
C -6.044 -0.965 1.264
C -4.825 -1.050 1.926
C -2.365 -0.284 4.054
C -3.269 0.767 4.228
C -3.462 1.359 5.473
C -2.748 0.915 6.577
C -1.839 -0.125 6.426
C -1.650 -0.708 5.179
H -1.710 -6.857 3.047
H 0.037 -5.370 3.991
H -0.075 -2.953 3.635
H -3.771 -3.438 1.517
H -3.610 -5.861 1.802
H -2.770 -0.274 -0.635
H -4.904 -0.118 -1.812
H -7.030 -0.562 -0.604
H -6.965 -1.153 1.803
H -4.816 -1.304 2.982
H -3.830 1.140 3.378
H -4.170 2.173 5.576
H -2.896 1.376 7.547
H -1.271 -0.479 7.279
H -0.929 -1.512 5.089
F 3.808 -1.457 -2.227
C 4.543 -0.955 -1.245
F 4.937 0.272 -1.592
F 5.618 -1.714 -1.066
S 3.594 -0.875 0.329
O 2.257 -0.396 -0.143
O 4.382 -0.048 1.173
N 3.503 -2.362 0.799
S 2.206 -3.187 0.369
O 2.232 -3.649 -0.992
O 0.966 -2.591 0.840
C 2.493 -4.693 1.371
F 1.553 -5.574 1.044
F 3.687 -5.206 1.096
F 2.426 -4.432 2.668
C 1.740 -0.849 3.074
H 2.654 -0.252 3.189
H 2.055 -1.893 3.101
H 1.144 -0.654 3.971
*
```

Values from the calculation:
LUMO (spin up / spin down)	2.33 / 2.28	eV
HOMO-LUMO gap (spin up / spin down)	5.07 / 6.46	eV
⟨S²⟩	0.767
HOMO (spin up / spin down)	-2.74 / -4.18	eV

Below is a molecular structure, C39H47GeLiO3S3Te in a non-equilibrium geometry, with properties calculated with ωB97M-V with the def2-TZVPD basis set.

Structure (ORCA input):
```
! RIJCOSX wB97M-V def2-TZVPD def2/J DEFGRID3
* xyz -2 1
Li -1.180 -0.205 0.082
C -0.552 4.346 -1.726
C -1.437 3.246 -1.159
S -0.750 1.644 -1.421
C -2.598 3.634 -0.591
C -2.872 5.124 -0.471
S -3.944 2.667 -0.034
H 0.276 3.894 -2.265
H -0.141 4.986 -0.939
H -1.111 4.986 -2.418
H -2.024 5.654 -0.022
H -3.751 5.275 0.151
H -3.061 5.571 -1.454
C -2.412 -4.996 0.694
Te -1.275 -3.117 0.325
C 0.346 -4.518 0.058
C -0.203 -5.905 -0.023
C 0.616 -6.971 -0.391
C 0.130 -8.265 -0.469
C -1.204 -8.505 -0.171
C -2.026 -7.450 0.194
C -1.545 -6.144 0.278
H -3.356 -5.021 0.143
H -2.667 -5.120 1.751
H 1.039 -4.433 0.899
H 0.911 -4.268 -0.839
H 1.658 -6.769 -0.615
H 0.788 -9.079 -0.752
H -1.604 -9.512 -0.221
H -3.066 -7.643 0.434
C -5.780 -4.137 2.553
C -5.600 -3.059 1.483
C -4.583 -2.020 1.921
S -4.217 -0.439 0.907
O -2.813 -0.763 0.520
C -5.234 -0.818 -0.585
C -4.495 -1.706 -1.566
C -5.223 -1.822 -2.902
H -6.443 -4.927 2.195
H -6.204 -3.707 3.463
H -4.818 -4.581 2.811
H -6.575 -2.602 1.293
H -5.267 -3.538 0.560
H -3.596 -2.475 2.010
H -4.867 -1.620 2.897
H -5.436 0.163 -1.012
H -6.169 -1.252 -0.231
H -4.357 -2.702 -1.138
H -3.503 -1.285 -1.732
H -6.232 -2.224 -2.777
H -4.671 -2.487 -3.568
H -5.297 -0.846 -3.381
O 0.114 -0.463 1.436
C 0.963 -0.920 0.648
O 0.696 -1.647 -0.349
C 2.440 -0.608 0.895
C 3.023 0.146 -0.309
Ge 3.454 2.056 0.003
C 5.122 2.151 1.083
C 6.359 1.739 0.578
C 7.498 1.748 1.365
C 7.428 2.147 2.694
C 6.204 2.548 3.218
C 5.073 2.554 2.419
C 3.746 2.833 -1.797
C 2.626 2.910 -2.628
C 2.721 3.479 -3.888
C 3.939 3.963 -4.347
C 5.060 3.885 -3.534
C 4.957 3.341 -2.262
C 2.155 3.227 0.911
C 2.522 4.558 1.114
C 1.653 5.448 1.722
C 0.390 5.022 2.117
C 0.017 3.701 1.920
C 0.898 2.805 1.328
H 2.950 -1.565 1.029
H 2.519 -0.038 1.823
H 2.325 0.082 -1.145
H 3.956 -0.320 -0.636
H 6.419 1.400 -0.450
H 8.449 1.440 0.945
H 8.314 2.140 3.317
H 6.139 2.853 4.256
H 4.124 2.873 2.834
H 1.672 2.515 -2.282
H 1.840 3.539 -4.514
H 4.017 4.395 -5.338
H 6.018 4.244 -3.893
H 5.833 3.309 -1.623
H 3.503 4.895 0.789
H 1.953 6.479 1.875
H -0.298 5.724 2.573
H -0.978 3.367 2.186
H 0.579 1.783 1.169
*
```

Values from the calculation:
LUMO	3.82	eV
HOMO-LUMO gap	3.56	eV
HOMO	0.25	eV

Below is a molecular structure, C39H47GeN3OOsP2S, with properties calculated with ωB97M-V with the def2-TZVPD basis set.

Structure (ORCA input):
```
! RIJCOSX wB97M-V def2-TZVPD def2/J DEFGRID3
* xyz 2 1
Os 0.689 1.267 -0.207
O 0.190 1.599 1.733
N -0.623 2.628 1.967
C -0.549 3.311 3.120
C -1.461 4.316 3.346
C -2.448 4.588 2.399
C -2.498 3.857 1.226
C -1.547 2.871 1.024
S -1.398 1.818 -0.367
H 0.244 3.014 3.790
H -1.395 4.885 4.262
H -3.170 5.373 2.577
H -3.238 4.043 0.461
C -1.787 -2.715 0.837
N -1.306 -1.319 0.694
P -2.292 -0.104 1.366
C -3.984 -0.669 1.111
C -4.446 -0.671 -0.209
C -5.698 -1.179 -0.504
C -6.504 -1.668 0.518
C -6.057 -1.646 1.831
C -4.799 -1.145 2.135
C -1.987 -0.091 3.143
C -2.712 0.822 3.912
C -2.464 0.937 5.271
C -1.491 0.144 5.866
C -0.770 -0.764 5.103
C -1.002 -0.872 3.740
P -0.222 -0.922 -0.570
C 0.995 -2.252 -0.558
C 1.670 -2.511 0.638
C 2.678 -3.456 0.681
C 3.050 -4.123 -0.480
C 2.398 -3.859 -1.675
C 1.363 -2.934 -1.715
C -1.141 -1.138 -2.128
C -1.767 -2.355 -2.420
C -2.490 -2.512 -3.591
C -2.595 -1.461 -4.493
C -1.968 -0.255 -4.223
C -1.243 -0.096 -3.050
H -2.029 -2.902 1.883
H -0.995 -3.401 0.544
H -2.676 -2.901 0.236
H -3.816 -0.281 -1.004
H -6.050 -1.192 -1.527
H -7.485 -2.061 0.290
H -6.686 -2.026 2.625
H -4.454 -1.146 3.160
H -3.486 1.428 3.450
H -3.029 1.644 5.865
H -1.296 0.232 6.926
H -0.026 -1.396 5.571
H -0.432 -1.571 3.143
H 1.403 -1.962 1.535
H 3.181 -3.670 1.614
H 3.853 -4.848 -0.451
H 2.690 -4.380 -2.577
H 0.834 -2.757 -2.642
H -1.685 -3.194 -1.741
H -2.966 -3.460 -3.804
H -3.157 -1.588 -5.408
H -2.043 0.566 -4.923
H -0.745 0.846 -2.867
C 4.262 -0.355 -3.740
C 2.944 0.298 -4.181
C 3.204 1.585 -4.976
C 2.098 -0.690 -5.002
C 2.185 0.646 -2.973
N 1.596 0.919 -2.028
H 4.817 -0.645 -4.632
H 4.079 -1.247 -3.139
H 4.876 0.338 -3.165
H 3.822 1.338 -5.838
H 3.731 2.325 -4.375
H 2.273 2.023 -5.335
H 2.582 -0.841 -5.966
H 1.091 -0.309 -5.175
H 2.028 -1.652 -4.496
C 5.189 3.031 0.821
Ge 3.555 2.010 1.104
C 3.870 0.153 0.518
C 3.058 1.965 2.994
C 2.097 2.772 -0.035
H 5.969 2.636 1.474
H 5.053 4.086 1.052
H 5.527 2.937 -0.210
H 4.264 -0.421 1.359
H 4.606 0.121 -0.286
H 2.973 -0.360 0.168
H 3.845 1.458 3.554
H 2.129 1.417 3.140
H 2.957 2.972 3.402
H 2.542 3.120 -0.968
H 1.652 3.633 0.475
*
```

Values from the calculation:
LUMO (spin up / spin down)	-7.06 / -6.67	eV
HOMO-LUMO gap (spin up / spin down)	5.80 / 6.18	eV
HOMO (spin up / spin down)	-12.86 / -12.85	eV

no.,E_tot (Ha)
1,-5687.4155
2,-6338.2653
3,-5287.1275
4,-5001.7947